1.
{"formula": "C8H8N2S", "method": "the ωB97M-V functional and the def2-TZVPD basis", "elements": ["C", "C", "C", "C", "C", "C", "C", "C", "N", "N", "S", "H", "H", "H", "H", "H", "H", "H", "H"], "coordinates": [[-1.79, -1.51, -3.27], [-0.01, 0.55, 1.45], [-1.41, -0.26, -1.25], [1.31, 0.80, 1.19], [-2.15, -0.43, -2.49], [-0.39, -0.87, 1.03], [0.73, -1.54, 0.40], [2.03, 1.99, 1.51], [-1.58, -2.40, -3.96], [-0.52, -1.04, -0.47], [2.18, -0.50, 0.36], [-0.62, 1.17, 2.07], [-1.70, 0.55, -0.62], [-2.90, 0.24, -2.85], [-1.03, -1.41, 1.67], [0.77, -2.59, 0.27], [2.11, 2.88, 0.84], [3.19, 1.81, 1.63], [1.77, 2.54, 2.49]], "smiles": "CC1=C[C@@H]2[C@H](S1)N2/C=C\\C#N", "e_homo_ev": -8.1412, "lumo_energy_ha": 0.016, "relative_energy_ev": 5.613, "orbital_gap_ha": 0.3151}

2.
{"formula": "C8H8N3", "method": "the ωB97M-V functional and the def2-TZVPD basis", "elements": ["C", "C", "C", "C", "C", "C", "C", "C", "N", "N", "N", "H", "H", "H", "H", "H", "H", "H", "H"], "coordinates": [[-1.18, 0.22, 2.23], [0.76, 0.06, -1.08], [0.28, 1.23, -1.74], [-0.68, 1.13, 0.16], [-1.44, 1.20, 1.36], [-0.37, -0.92, 2.18], [0.78, 1.79, -3.00], [-0.32, -2.13, 3.00], [-0.63, 1.89, -0.90], [0.32, -0.88, 1.08], [0.15, -0.04, 0.16], [1.51, -0.62, -1.50], [-2.08, 2.03, 1.29], [-0.04, 2.42, -3.40], [1.73, 2.23, -2.56], [1.30, 1.09, -3.63], [-0.49, -1.90, 4.15], [0.63, -2.67, 3.04], [-1.15, -2.72, 2.72]], "e_homo_ev": [-13.1177, -13.1171], "charge": 1, "lumo_energy_ha": [-0.281, -0.281], "relative_energy_ev": 5.340, "orbital_gap_ha": [0.2011, 0.2010]}

3.
{"formula": "C8H8N3S2", "method": "the ωB97M-V functional and the def2-TZVPD basis", "elements": ["C", "C", "C", "C", "C", "C", "C", "C", "N", "N", "N", "S", "S", "H", "H", "H", "H", "H", "H", "H", "H"], "coordinates": [[-1.03, -0.95, 1.53], [-1.88, -1.54, 0.37], [0.57, 0.03, -1.15], [2.15, 1.31, 2.05], [1.20, -0.42, 0.19], [-1.86, -0.85, -0.98], [0.33, -0.53, 1.44], [1.37, 0.38, 1.41], [-1.72, -1.02, 2.67], [-3.17, -1.84, 0.99], [-0.86, 0.21, -1.19], [-1.22, -2.58, -0.88], [-3.12, -1.61, 2.62], [0.76, 1.04, -1.39], [0.78, -0.60, -2.01], [1.86, 1.53, 3.02], [2.96, 1.80, 1.59], [1.90, -1.29, 0.06], [-2.86, -0.54, -1.42], [-3.87, -2.57, 0.52], [-1.18, 1.02, -0.86]], "e_homo_ev": [-12.2548, -12.2092], "charge": 1, "lumo_energy_ha": [-0.219, -0.229], "relative_energy_ev": 4.270, "orbital_gap_ha": [0.2317, 0.2192]}